[1]
The following is a quantum chemistry calculation of a molecular structure, C10H25F2N6O9S2Tl in a non-equilibrium geometry, from the Open Molecules 2025 dataset.

Each line ends with the Mulliken charge.
Element x y z (Å)
Tl: -0.79778 -0.73568 0.04219  1.57
N: -1.27210 1.76348 -0.96532  0.02
S: -0.58491 3.16326 -1.39640  0.91
O: -0.39482 4.08320 -0.33971  -0.58
O: -0.94039 3.67991 -2.66149  -0.46
F: 0.88069 2.59481 -1.54092  -0.18
S: -2.80781 2.47794 -0.57700  0.88
O: -3.69281 2.76734 -1.61835  -0.46
O: -2.80286 3.18725 0.64133  -0.48
F: -3.30984 1.04766 -0.06095  -0.11
O: 1.13625 -1.46326 2.06854  -0.50
C: 2.02983 -2.21637 2.48516  0.81
N: 1.74063 -3.44480 2.91396  -0.34
C: 3.42499 -1.72927 2.69074  -1.23
H: 2.43524 -3.99156 3.39094  0.21
H: 0.76227 -3.68033 2.92356  0.24
H: 3.49139 -0.64655 2.78870  0.16
H: 4.13999 -2.00127 1.91057  0.39
H: 3.88660 -2.08235 3.61669  0.43
O: -3.54039 -1.59218 0.35288  -0.65
C: -4.71507 -1.85609 0.61887  0.75
N: -5.16917 -1.91395 1.87648  -0.38
C: -5.71728 -2.09216 -0.47926  -0.98
H: -6.12763 -2.19129 1.98849  0.20
H: -4.54684 -1.76140 2.64939  0.20
H: -6.69530 -2.19450 -0.00559  0.37
H: -5.42707 -2.96857 -1.05171  0.26
H: -5.85992 -1.25496 -1.15993  0.27
O: -0.09024 1.30751 1.84928  -0.21
C: 0.26434 2.14858 2.68737  0.64
N: 0.00015 3.43424 2.47877  -0.23
C: 1.12118 1.78016 3.85954  -1.02
H: -0.62270 3.73367 1.73742  0.16
H: 0.28624 4.07665 3.19997  0.22
H: 0.50949 1.60137 4.74912  0.35
H: 1.85569 2.55045 4.07270  0.43
H: 1.54051 0.79037 3.69089  0.00
O: 1.83851 0.13606 -0.62273  -0.24
C: 3.03210 0.29405 -0.85299  0.55
N: 3.97831 0.35993 0.10132  -0.30
C: 3.56154 0.36591 -2.27619  -0.90
H: 3.63283 0.34966 1.04867  0.11
H: 4.84281 0.80851 -0.14719  0.23
H: 2.93903 -0.40221 -2.74555  0.03
H: 4.58463 0.02140 -2.38532  0.45
H: 3.33383 1.30778 -2.76622  0.27
O: -0.07533 -1.24932 -2.62306  -0.47
C: 0.22183 -1.22981 -3.82916  0.51
N: 0.06958 -2.36908 -4.54753  -0.38
C: 0.77742 0.00013 -4.49188  -0.75
H: -0.28772 -3.12460 -3.98148  0.24
H: 0.63911 -2.56244 -5.35378  0.24
H: 1.62490 -0.14915 -5.15365  0.41
H: 0.94056 0.70445 -3.68338  -0.07
H: -0.04456 0.36744 -5.11682  0.39

Atomic forces in eV per Å
0.614 0.741 0.255
-2.037 1.470 -0.794
5.456 1.258 -0.316
-0.722 0.298 0.723
-0.876 -0.863 -0.296
-0.488 -0.306 -0.501
-2.406 -4.055 3.252
0.511 0.619 -1.469
0.738 0.953 -0.036
0.080 0.072 -0.392
-0.037 0.308 -0.788
-0.466 0.120 0.813
0.110 0.350 -0.302
1.347 0.430 0.365
-0.135 -0.268 -0.003
0.064 -0.430 0.096
-0.475 -0.002 -0.127
-0.390 -0.206 -0.235
-0.342 -0.337 -0.006
0.956 -0.018 -0.533
0.191 0.536 0.195
-0.186 -0.165 -0.806
-0.651 0.079 0.433
0.012 0.067 0.569
-0.090 -0.054 0.150
-0.045 -0.501 -0.257
-0.137 -0.086 0.017
0.609 0.168 0.059
-0.734 -0.493 -1.004
0.473 0.697 -0.281
-0.096 -0.370 0.723
-0.417 -0.764 0.492
0.137 -0.003 -0.009
-0.088 0.264 -0.192
-0.181 0.448 -0.062
0.118 -0.075 -0.002
0.377 0.217 -0.302
-0.546 -0.286 -0.153
0.942 0.388 -0.144
-0.745 0.032 -0.029
-1.174 -1.072 -0.010
0.336 0.236 0.017
0.228 -0.141 0.300
0.149 0.180 -0.376
0.201 0.427 0.171
0.200 0.150 0.127
-0.549 -0.119 0.291
0.802 -0.472 -0.030
-0.035 0.689 0.864
-1.167 -0.078 0.133
0.117 -0.311 -0.378
-0.182 0.027 -0.167
0.163 -0.167 0.185
0.320 0.227 -0.231
0.143 0.196 -0.001

LUMO energy   -11.9258 eV
HOMO-LUMO gap   3.47 eV
Multiplicity   1
Total charge   +2
Highest occupied orbital energy   -15.4 eV
ΔE to the lowest compared entry with this formula, charge and spin   1.5 kJ/mol

[2]
The following is a quantum chemistry calculation of 5 unconnected molecules or ions with the total composition C11H26N3O9 in a non-equilibrium geometry, from the Open Molecules 2025 dataset.

Each line ends with the Mulliken charge.
Element x y z (Å)
C: -4.44804 -1.90602 0.08578  -0.95
C: -4.42600 -0.89055 1.17152  0.59
O: -5.35244 -0.36193 1.61614  -0.38
N: -3.05910 -0.43550 1.58713  0.26
H: -2.74602 -1.05215 2.34356  0.41
H: -2.41705 -0.50182 0.77903  0.08
C: -3.03653 1.00841 2.04499  -0.86
H: -5.40649 -2.41655 0.10630  0.37
H: -3.68185 -2.66706 0.25662  0.36
H: -4.30733 -1.40466 -0.87258  0.22
H: -3.60055 1.02173 2.97244  0.39
H: -3.59312 1.54687 1.28829  0.39
H: -2.02008 1.33957 2.20977  0.29
C: -0.76795 2.84810 -2.89822  -1.05
C: -0.98009 1.55902 -3.58501  0.76
O: -1.29861 1.41575 -4.67813  -0.39
N: -0.95249 0.33882 -2.69841  0.29
H: 0.01668 0.29588 -2.27877  0.35
H: -1.52575 0.47445 -1.86205  0.06
C: -1.40559 -0.87923 -3.37240  -0.88
H: 0.31393 3.02433 -2.84324  0.28
H: -1.14646 2.90885 -1.87892  0.28
H: -1.18820 3.67407 -3.46499  0.38
H: -1.93801 -1.48949 -2.64331  0.29
H: -0.58917 -1.38973 -3.85382  0.35
H: -2.24516 -0.76242 -4.05996  0.38
C: 2.89872 -1.24282 3.23710  -0.99
C: 4.03120 -0.86274 2.35907  0.67
O: 4.93904 -1.51378 2.07627  -0.40
N: 4.01208 0.58050 1.91373  0.16
H: 3.08395 0.85445 1.49507  0.15
H: 4.18624 1.16627 2.73530  0.39
C: 5.06096 0.91625 0.93564  -0.90
H: 3.04705 -2.26593 3.57335  0.33
H: 1.93712 -1.17287 2.74527  0.18
H: 2.91242 -0.65278 4.16259  0.37
H: 4.92999 1.92979 0.56774  0.37
H: 5.14743 0.22603 0.10579  0.36
H: 6.04288 0.92726 1.41004  0.39
O: 1.20065 0.90032 0.95200  -0.78
C: 1.73634 1.48690 -0.21074  0.77
O: 1.36086 1.12023 -1.36593  -0.80
O: 2.67869 2.26019 0.02254  -0.75
H: 0.69428 0.13689 0.56685  0.31
O: 0.20655 -2.46380 -1.54238  -0.48
C: 0.17174 -1.79710 -0.30586  0.53
O: -0.82143 -1.04691 -0.02895  -0.79
O: 1.20169 -1.94974 0.40600  -0.69
H: 1.14304 -2.83537 -1.28228  0.34

Atomic forces in eV per Å
0.319 -0.824 0.458
0.969 -1.004 -1.758
-2.077 1.403 1.558
0.547 0.911 0.078
0.385 0.008 -0.347
0.732 -0.852 0.184
-0.834 -0.915 0.437
-0.140 0.219 -0.111
0.173 0.188 -0.340
0.125 -0.097 -0.020
0.005 0.323 0.021
0.227 0.402 0.012
0.156 -0.049 -0.266
0.905 0.832 0.411
-0.413 1.035 3.213
-0.618 -0.671 -3.841
0.273 0.120 0.246
0.099 -0.021 0.263
0.239 0.205 -0.038
-1.380 -1.168 0.044
-0.088 -0.098 0.199
0.059 -0.332 0.038
-0.140 -0.230 -0.264
1.001 -0.354 0.392
0.090 -0.181 0.063
0.565 1.040 -0.436
-0.127 -0.303 0.812
-2.176 1.178 1.212
2.463 -1.621 -1.086
-0.176 0.442 -0.660
0.177 0.059 0.345
-0.440 -0.041 -0.057
1.702 0.715 -0.323
0.073 -0.100 -0.273
-0.148 0.230 -0.236
-0.113 0.263 -0.313
-0.574 -0.158 -0.037
-0.577 -0.188 0.051
-0.156 -0.340 0.313
-0.709 -0.662 -1.633
1.651 0.423 -0.863
-1.093 -0.291 1.056
-0.536 -0.142 0.403
0.178 0.449 0.961
2.351 -0.107 2.547
0.807 0.234 0.539
-0.256 -0.301 -0.568
-1.456 0.092 -0.788
-2.044 0.280 -1.598

LUMO energy   -2.9887 eV
HOMO-LUMO gap   8.48 eV
Multiplicity   1
Total charge   +1
Highest occupied orbital energy   -11.5 eV
ΔE to the lowest compared entry with this formula, charge and spin   0.0 kJ/mol

[3]
The following is a quantum chemistry calculation of 7 unconnected molecules or ions with the total composition C27H41BBr12F4NO4P in a non-equilibrium geometry, from the Open Molecules 2025 dataset.

Each line ends with the Mulliken charge.
Element x y z (Å)
C: 5.08411 -2.57973 -0.39861  -0.80
B: 4.18155 -1.28031 0.14284  -0.06
O: 3.92602 -1.25190 1.60840  -0.31
C: 3.65098 -0.07936 -0.90142  0.73
C: 4.04795 1.45866 -0.49515  0.86
F: 3.91689 2.33885 -1.70406  -0.32
F: 3.13436 2.06334 0.53670  -0.20
C: 5.57309 1.65805 0.07196  0.04
F: 6.62256 0.92509 -0.67463  -0.29
F: 5.63347 1.43293 1.56478  -0.22
C: 1.98523 -0.07245 -0.75153  -1.02
C: 1.29462 -1.16128 -1.77231  1.04
C: 0.85365 -2.64039 -1.21757  0.51
C: -0.08754 -2.60067 0.14305  0.21
O: -0.03362 -3.71270 0.92744  -0.64
C: -1.01633 -1.28902 0.59068  0.50
C: -2.41890 -0.89884 -0.16571  -0.23
C: -3.22212 0.45423 0.34163  0.11
C: -2.72247 1.42167 1.58567  -0.18
C: -1.31489 1.00689 2.38096  -0.45
C: -0.53208 -0.32799 1.83930  -0.27
P: -0.18429 -0.59931 -2.87626  0.21
N: -0.66880 0.94205 -2.55490  -0.68
C: 2.55106 -1.20690 -2.87358  0.03
O: 2.52510 -1.82431 -4.08749  -0.61
O: 3.75688 -0.48974 -2.34105  -0.31
H: 4.75386 -3.49418 0.25540  0.24
H: 6.21009 -2.33281 -0.08977  0.27
H: 4.97661 -2.74758 -1.55298  0.26
H: 3.20155 -1.90408 1.83978  0.27
H: 5.82643 2.81726 -0.05968  0.21
H: 1.86311 -0.19574 0.40598  -0.03
H: 1.59634 0.94719 -1.18091  0.47
H: 1.79419 -3.35439 -1.09812  0.06
H: 0.18824 -3.13960 -2.07200  -0.52
H: -2.79886 -1.59084 -1.03705  0.40
H: -4.21892 0.72780 -0.25532  -0.26
H: -3.29827 2.40306 1.93021  0.10
H: -0.85653 1.61955 3.27092  0.34
H: 0.48147 -0.63465 2.37525  0.13
H: -1.32979 -1.49314 -2.71570  -0.06
H: 0.22598 -0.57599 -4.28703  0.12
H: -0.53619 1.52187 -3.43434  0.25
Br: -6.33837 1.32526 -1.69752  -0.15
C: -6.17590 1.05250 -3.62193  -0.28
C: -5.25213 -0.10152 -3.93485  0.09
Br: -3.38323 0.40919 -3.71142  -0.07
H: -5.84546 2.00227 -4.05151  0.43
H: -7.19161 0.83744 -3.96427  -0.05
H: -5.34302 -0.39389 -4.98471  0.42
H: -5.42167 -0.97663 -3.30184  -0.38
Br: 2.89246 0.21447 4.14318  -0.10
C: 3.70708 1.98277 4.26000  -0.45
C: 2.75052 2.98730 4.85914  -0.60
Br: 1.40508 3.54265 3.56110  -0.14
H: 4.04004 2.24730 3.25254  0.16
H: 4.58060 1.85024 4.90382  0.37
H: 3.27766 3.90570 5.13229  0.39
H: 2.21368 2.60742 5.73251  0.37
Br: 1.05548 -6.45161 -1.14169  -0.11
C: -0.89047 -6.40512 -1.01820  -0.55
C: -1.52458 -6.35448 -2.38874  -0.56
Br: -1.39445 -4.56863 -3.16160  -0.10
H: -1.14931 -5.54980 -0.38792  0.25
H: -1.16358 -7.32848 -0.50059  0.37
H: -2.59703 -6.55870 -2.32472  0.35
H: -1.06893 -7.04534 -3.10313  0.37
Br: 7.54969 5.03601 1.31991  -0.14
C: 8.60943 3.43188 1.64831  -0.34
C: 9.55389 3.62870 2.81120  -0.59
Br: 11.09495 4.70667 2.29484  -0.14
H: 9.11856 3.18912 0.71147  0.41
H: 7.87851 2.65058 1.87286  0.05
H: 9.97239 2.67124 3.13381  0.37
H: 9.08972 4.12514 3.66757  0.38
Br: -2.58282 5.43792 3.98335  -0.12
C: -4.42748 5.35629 4.61159  -0.54
C: -5.10580 4.08627 4.15336  -0.65
Br: -5.60734 4.19279 2.27171  -0.11
H: -4.92411 6.26506 4.26042  0.36
H: -4.35678 5.38408 5.70215  0.34
H: -6.04689 3.93703 4.69004  0.37
H: -4.48166 3.19591 4.26735  0.36
Br: -6.74452 -2.76705 -2.53382  -0.08
C: -8.69047 -2.72055 -2.41033  -0.60
C: -9.32458 -2.66991 -3.78087  -0.56
Br: -9.19445 -0.88406 -4.55373  -0.11
H: -8.94931 -1.86524 -1.78005  0.37
H: -8.96358 -3.64391 -1.89272  0.34
H: -10.39703 -2.87413 -3.71685  0.34
H: -8.86893 -3.36078 -4.49526  0.37

Atomic forces in eV per Å
-0.357 0.561 0.411
1.157 -1.172 1.313
-1.140 -0.481 -3.348
-3.579 -0.339 0.019
-0.396 1.034 -0.990
0.542 -2.446 3.582
2.865 -2.014 -3.046
0.991 2.416 0.512
-3.382 1.390 2.509
0.008 -0.178 -4.379
-0.387 0.453 0.278
2.199 -0.601 -0.177
0.060 -0.155 -0.445
0.462 -4.225 3.531
-0.475 6.972 -4.733
-2.179 2.991 0.832
2.113 2.267 3.402
2.428 -0.703 1.422
2.683 -3.570 -0.952
-1.639 -2.899 -4.020
-2.094 0.704 -1.108
-0.775 4.302 -0.243
1.069 -1.371 -1.493
0.630 -2.646 -4.127
0.613 4.498 8.445
-1.893 -1.009 -0.379
0.737 1.481 -1.458
-2.327 -0.517 -0.804
0.445 0.110 2.311
1.393 0.910 -0.256
-0.390 -2.710 0.352
-0.713 0.287 -2.403
0.620 -1.701 1.252
-2.158 1.477 0.195
1.544 0.986 2.056
0.630 1.732 1.945
2.564 -0.635 1.556
1.242 -2.440 -1.069
-1.062 -1.350 -2.030
-2.397 0.779 -1.197
1.377 0.046 0.012
-0.165 -1.055 1.322
-0.082 -0.929 1.427
-0.116 0.080 -0.097
-0.206 -0.048 -0.085
0.298 0.062 -0.370
-0.199 -0.054 0.266
0.040 -0.269 0.132
0.284 0.009 0.108
-0.162 0.059 0.163
0.109 0.686 -0.323
-0.076 0.233 0.201
0.101 -0.138 0.058
0.001 0.247 -0.029
0.018 -0.069 0.096
-0.177 -0.023 0.247
-0.169 0.058 -0.058
-0.028 -0.189 -0.065
0.177 0.006 -0.247
-0.127 0.045 -0.011
0.131 -0.139 0.126
-0.211 -0.068 0.064
-0.274 -0.274 -0.291
0.084 -0.156 -0.180
-0.010 0.137 -0.156
0.190 0.054 0.040
-0.036 0.206 0.216
0.032 -0.092 -0.082
-0.232 -0.092 0.032
0.256 -0.118 0.010
-0.119 0.003 0.084
-0.032 0.095 0.294
0.151 0.097 0.039
-0.133 0.135 -0.106
0.033 -0.109 -0.286
-0.110 0.015 -0.022
0.215 0.030 0.175
-0.291 0.002 -0.031
0.082 -0.070 0.064
0.065 -0.311 0.026
-0.062 -0.067 -0.178
0.187 0.066 -0.054
-0.072 0.272 0.004
-0.402 -0.405 0.238
0.061 -0.207 0.134
-0.214 0.074 -0.023
-0.049 -0.201 -0.064
0.052 -0.161 -0.246
-0.002 0.141 -0.142
0.201 0.030 0.054
-0.042 0.172 0.248

SMILES string   CB(O)[C@]1(C(F)(F)C(F)F)C[C@@](CC(=O)c2ccccc2)([PH2]=N)C(=O)O1.BrCCBr.BrCCBr.BrCCBr.BrCCBr.BrCCBr.BrCCBr
LUMO energy   -0.3153 eV
HOMO-LUMO gap   8.01 eV
Multiplicity   1
Highest occupied orbital energy   -8.3 eV
ΔE to the lowest compared entry with this formula, charge and spin   1476.6 kJ/mol